C17H25F3N4O3 | ωB97M-V/def2-TZVPD

- highest occupied orbital energy (hartree) = -0.322
- SMILES = CCCNC(=O)[C@H](c1n[nH]cc1C)N1CC[C@@H](C(F)(F)F)C[C@H]1C(=O)OC
- frontier orbital gap (hartree) = 0.34698
- energy relative to the best compared isomer or geometry (same formula, charge and spin) (kcal per mole) = 3.11
- E_tot (eV) = -38291.826
- strongest force on any atom (eV/A) = 0.33

The geometry in XYZ format:
```
52
C17H25F3N4O3 ωB97M-V/def2-TZVPD
H -0.229 -1.430 3.430
H 2.044 1.959 2.089
O 2.810 0.946 -1.009
C 0.982 0.867 0.567
C 0.945 0.341 3.014
C 0.832 -3.221 -1.446
H 1.660 4.298 -2.045
C 1.835 1.468 -0.537
C 2.093 3.308 -1.945
N -2.178 0.036 -1.155
O 1.409 2.693 -0.848
H -2.582 3.513 -1.198
H 1.918 2.727 -2.849
H 2.696 0.356 1.741
H 2.631 -2.331 -0.713
H 3.162 3.374 -1.749
H 2.825 -3.990 -1.292
H -4.049 1.285 0.324
N 0.598 -0.515 0.276
C -0.144 -2.205 -1.313
H -4.730 2.272 -0.955
H -4.093 0.161 -1.949
H 1.024 -0.516 -1.736
C 0.093 -4.373 -1.548
H 0.082 1.494 0.668
C -2.784 2.925 -0.301
C -0.300 -0.998 1.322
N -1.375 -2.698 -1.332
N -1.209 -4.017 -1.476
H -2.957 1.380 -2.522
H -3.141 3.601 0.477
C 1.730 0.329 4.302
H 0.390 -5.401 -1.674
F 0.992 -0.137 5.329
C 1.773 0.925 1.871
C -3.800 1.827 -0.593
H 2.655 -2.661 -2.438
H -2.384 -0.912 -0.877
H -1.829 2.509 0.022
H 1.277 -1.741 2.567
O -0.594 1.179 -2.312
F 2.827 -0.448 4.224
H -1.183 -0.345 1.410
C -3.295 0.837 -1.637
H 0.083 0.993 3.196
C -0.915 0.230 -1.617
C 0.435 -1.050 2.653
C 2.316 -3.045 -1.475
C 0.162 -0.750 -1.112
F 2.146 1.562 4.649
H -0.644 -1.996 1.057
H -2.011 -4.617 -1.537
```

C53H63CsN11O2S | ωB97M-V/def2-TZVPD

- highest occupied orbital energy (hartree) = -0.129
- frontier orbital gap (hartree) = 0.19605
- net charge = -1
- energy relative to the best compared isomer or geometry (same formula, charge and spin) (kcal per mole) = 0.00
- E_tot (eV) = -87852.660
- strongest force on any atom (eV/A) = 0.65

The geometry in XYZ format:
```
131
C53H63CsN11O2S ωB97M-V/def2-TZVPD
C -3.870 -1.664 2.388
H 4.498 -0.406 4.086
H -1.404 -3.176 -6.486
C -2.046 -1.472 -5.394
C 2.363 -4.331 -2.309
C -1.623 -2.744 -5.519
C -4.527 -0.656 -2.247
H -0.771 -4.402 -4.327
C -2.427 2.943 3.082
H 4.665 -1.396 -1.205
H -3.377 -3.685 -1.230
C 2.584 -1.601 0.964
C 2.580 -4.393 1.376
H 5.161 -0.423 0.495
C -2.023 2.449 -2.682
C 3.462 2.224 -3.317
C -0.443 -5.007 3.435
H -2.599 5.328 -4.433
C -0.404 5.939 3.680
C -2.294 -0.895 -4.092
C -1.599 3.074 -1.483
C 2.468 -4.790 -1.031
H 6.103 -1.092 -2.196
C -1.108 -2.729 2.990
H 5.248 -1.434 1.946
H -4.128 3.959 5.673
C 3.083 0.611 1.615
H 2.552 -3.929 3.452
C -2.395 3.311 -3.743
H 0.738 0.751 1.517
H -3.228 -0.466 5.493
C -0.166 -5.139 2.077
C -3.675 -1.769 -2.202
N 2.602 1.053 -3.343
N 2.263 -0.674 -1.848
C -1.853 6.756 -2.357
H -1.342 2.458 -0.630
H 0.219 -6.080 1.697
S -2.442 1.675 1.927
C -5.074 -2.680 -0.444
H -4.819 -0.726 4.721
H -2.780 2.898 -4.665
H 2.511 -1.487 3.080
H -1.742 6.609 -0.454
N -3.184 -1.585 3.711
H -3.665 0.439 4.012
H 2.296 -5.025 -3.138
O -1.952 7.494 -3.306
N 2.419 1.762 1.943
C 5.055 -1.407 -2.218
C -1.484 4.907 3.846
C 1.190 1.378 -3.259
H 2.823 3.752 1.443
H 3.335 2.806 -4.231
N -2.058 1.085 -2.705
H 4.504 1.927 -3.229
H 4.864 -1.439 -4.837
C -0.847 -2.797 1.608
C -2.311 4.682 -3.613
C -5.617 -0.566 -1.400
C 2.577 -3.543 2.440
C -3.360 3.971 4.902
C -1.543 4.439 -1.359
H 0.926 1.825 -2.293
N -2.569 -1.860 -3.049
H 5.732 0.068 -4.491
H 0.591 0.483 -3.408
H -0.504 6.431 2.712
H -0.279 -5.829 4.121
C -2.118 0.449 -3.882
H -3.313 -2.487 4.170
C 3.051 3.028 2.232
Cs -0.913 -0.669 -0.665
C 2.529 -3.882 0.057
H -1.525 -0.601 2.889
H -2.145 -0.829 -6.262
H 4.130 2.908 2.295
H -0.096 -4.232 0.170
H 6.325 -0.029 1.766
C -1.676 -1.454 3.548
C -1.889 5.282 -2.425
H -1.098 -3.646 4.957
H 0.864 2.248 0.591
H -2.471 5.837 5.538
H -0.443 6.694 4.465
C -0.360 -4.063 1.217
N 2.487 -0.222 0.832
H 2.192 -2.582 -3.570
H 2.676 3.437 3.175
C 4.498 0.590 3.622
N -3.370 2.951 4.063
C 4.758 -0.429 -4.422
H 2.482 -5.853 -0.818
H -3.358 -2.409 1.783
H -6.252 0.309 -1.460
C -3.766 -0.506 4.548
H -4.333 0.133 -2.955
N -1.465 3.898 2.988
H 5.006 -2.439 -2.584
H -1.963 1.004 -4.814
H -1.643 -3.593 -2.207
C -3.974 -2.787 -1.282
H -1.296 -1.215 4.545
H 0.952 2.098 -4.042
H 3.676 1.164 4.040
H -1.197 4.830 -0.406
C -1.362 -3.496 -4.303
H 4.041 0.121 -5.025
H -5.281 -3.493 0.243
H 0.574 5.455 3.697
C 1.016 1.795 1.579
C 2.510 -2.477 -0.176
C 2.571 -2.157 2.231
C -5.904 -1.571 -0.484
C 3.021 -0.100 -2.701
H -3.800 -0.682 1.924
H 0.403 2.325 2.306
N 4.360 0.486 2.181
H 3.211 2.870 -2.466
C 5.318 -0.408 1.570
H 5.438 1.086 3.881
N 4.305 -0.497 -3.049
C -0.911 -3.784 3.891
O -1.700 7.307 -1.119
C 2.321 -2.950 -2.559
H 2.569 -5.467 1.518
C -1.820 -3.049 -3.128
H -4.912 -1.932 2.555
C -2.447 5.009 4.844
C 2.395 -2.025 -1.537
H -6.758 -1.491 0.177
```

C3H6N2O | ωB97M-V/def2-TZVPD

- highest occupied orbital energy (hartree) = -0.338
- SMILES = C[C@H]1NNC1=O
- frontier orbital gap (hartree) = 0.37311
- energy relative to the best compared isomer or geometry (same formula, charge and spin) (kcal per mole) = 62.92
- E_tot (eV) = -8233.970
- strongest force on any atom (eV/A) = 3.36

The geometry in XYZ format:
```
12
C3H6N2O ωB97M-V/def2-TZVPD
H 0.845 0.956 1.437
N 0.120 -1.411 -0.176
H -1.773 -1.744 0.917
H 1.086 2.033 0.012
N -1.162 -1.133 0.363
O -2.066 0.994 -0.085
C -1.172 0.165 -0.013
C 0.262 0.103 -0.508
H 0.275 0.233 -1.537
H 0.055 -1.787 -1.074
C 1.222 0.964 0.349
H 2.308 0.626 0.315
```

Question: Look up the energy relative to the best compared isomer or geometry (same formula, charge and spin) of the third one.
Answer: 62.92 kcal per mole